(1)
This record from the OMol25 dataset describes a molecular structure, C35H57BaO3PSi2 at a distorted geometry. The level of theory is wB97M-V/def2-TZVPD.

Gap between HOMO and LUMO: 4.06 eV
HOMO level: -4.29 eV
Net charge: 0
Relative energy (zero: lowest compared OMol25 entry of this formula, charge and spin): 0.0 kcal per mole

CARTESIAN COORDINATES (ANGSTROEM)
O (-1.158, -0.416, -2.911)
O (-1.831, -2.882, -2.595)
C (-1.545, 0.927, -3.222)
C (-0.662, 2.027, -2.685)
H (-2.566, 1.020, -2.815)
H (-1.628, 0.981, -4.318)
H (-0.432, 1.894, -1.622)
H (-1.211, 2.965, -2.798)
H (0.258, 2.094, -3.271)
C (0.262, -0.652, -2.677)
C (0.936, -0.934, -3.980)
H (0.322, -1.492, -1.980)
H (0.706, 0.190, -2.130)
H (0.482, -1.823, -4.437)
H (2.003, -1.124, -3.816)
H (0.810, -0.085, -4.664)
C (-1.466, -4.223, -2.184)
C (-2.694, -2.828, -3.751)
C (0.000, -4.479, -2.434)
H (-2.077, -4.968, -2.721)
H (-1.685, -4.302, -1.107)
H (0.263, -4.335, -3.487)
H (0.209, -5.520, -2.184)
H (0.640, -3.846, -1.815)
C (-2.006, -3.206, -5.038)
H (-3.031, -1.788, -3.802)
H (-3.578, -3.467, -3.586)
H (-1.097, -2.612, -5.202)
H (-2.704, -2.998, -5.858)
H (-1.768, -4.281, -5.075)
H (-1.624, -1.313, -1.517)
Ba (-0.646, -0.215, 2.059)
C (-1.827, -1.153, -0.370)
Si (-3.654, -1.523, -0.115)
H (-1.149, -1.860, 0.142)
H (-1.621, -0.079, -0.188)
C (-4.655, -0.581, -1.397)
C (-4.204, -1.020, 1.619)
C (-4.091, -3.342, -0.254)
C (-2.490, 1.862, 1.361)
Si (-2.503, 2.691, 3.014)
H (-3.471, 1.736, 0.860)
H (-1.820, 2.325, 0.608)
C (-4.129, 2.392, 3.923)
C (-2.270, 4.550, 2.887)
C (-1.119, 2.052, 4.148)
H (-5.170, -3.466, -0.068)
H (-3.543, -3.924, 0.500)
H (-3.869, -3.757, -1.242)
H (-4.722, 0.487, -1.146)
H (-5.681, -0.991, -1.425)
H (-4.233, -0.674, -2.404)
H (-3.792, -0.050, 1.937)
H (-3.946, -1.791, 2.362)
H (-5.299, -0.915, 1.622)
H (-2.992, 4.985, 2.182)
H (-1.258, 4.804, 2.542)
H (-2.424, 5.021, 3.869)
H (-0.106, 2.122, 3.709)
H (-1.302, 1.024, 4.513)
H (-1.101, 2.688, 5.044)
H (-4.236, 3.117, 4.744)
H (-4.180, 1.384, 4.362)
H (-4.994, 2.517, 3.256)
O (0.766, 1.834, 1.228)
C (1.980, 1.818, 0.878)
C (2.596, 2.142, -0.380)
C (2.335, 2.992, -1.468)
C (3.258, 2.966, -2.511)
C (4.388, 2.139, -2.478)
C (4.660, 1.297, -1.384)
C (3.730, 1.279, -0.367)
P (3.501, 0.863, 1.343)
C (4.805, 1.589, 2.321)
C (5.963, 0.819, 2.587)
C (7.043, 1.391, 3.254)
C (6.988, 2.728, 3.668)
C (5.841, 3.490, 3.415)
C (4.753, 2.935, 2.740)
C (2.826, -0.685, 1.949)
C (2.467, -0.748, 3.313)
C (1.689, -1.807, 3.778)
C (1.253, -2.801, 2.891)
C (1.614, -2.745, 1.536)
C (2.415, -1.703, 1.064)
H (1.458, 3.635, -1.446)
H (3.094, 3.620, -3.373)
H (5.083, 2.148, -3.319)
H (5.547, 0.659, -1.331)
H (5.999, -0.220, 2.255)
H (7.935, 0.796, 3.452)
H (7.836, 3.173, 4.187)
H (5.797, 4.527, 3.745)
H (3.860, 3.525, 2.537)
H (2.798, 0.052, 3.986)
H (1.431, -1.852, 4.840)
H (0.642, -3.630, 3.258)
H (1.289, -3.528, 0.842)
H (2.725, -1.647, 0.016)

Charges computed using Mulliken, reported in e:
1 O -0.099
2 O 0.038
3 C -0.556
4 C -0.912
5 H 0.323
6 H 0.298
7 H -0.098
8 H 0.390
9 H 0.390
10 C 1.206
11 C -1.377
12 H -0.498
13 H 0.004
14 H 0.071
15 H 0.446
16 H 0.263
17 C -0.304
18 C -0.059
19 C -1.277
20 H 0.431
21 H 0.174
22 H 0.313
23 H 0.462
24 H 0.079
25 C -1.318
26 H -0.083
27 H 0.491
28 H 0.191
29 H 0.439
30 H 0.308
31 H -1.906
32 Ba 1.691
33 C 1.898
34 Si 0.263
35 H 0.630
36 H -0.218
37 C -0.998
38 C -0.690
39 C -1.052
40 C -0.449
41 Si 0.604
42 H 0.328
43 H -0.199
44 C -1.134
45 C -1.142
46 C -1.029
47 H 0.415
48 H 0.279
49 H 0.126
50 H 0.348
51 H 0.400
52 H 0.197
53 H -0.183
54 H 0.268
55 H 0.335
56 H 0.310
57 H 0.282
58 H 0.296
59 H 0.168
60 H 0.266
61 H 0.407
62 H 0.308
63 H 0.276
64 H 0.324
65 O -0.858
66 C 0.306
67 C -0.096
68 C -0.913
69 C -0.452
70 C -0.784
71 C -0.855
72 C 0.643
73 P 0.261
74 C 0.314
75 C -0.396
76 C -0.632
77 C -0.372
78 C -0.676
79 C -0.306
80 C 0.484
81 C -0.486
82 C -0.720
83 C -0.729
84 C -0.281
85 C -0.209
86 H 0.557
87 H 0.411
88 H 0.384
89 H 0.479
90 H 0.352
91 H 0.376
92 H 0.376
93 H 0.387
94 H 0.429
95 H 0.396
96 H 0.374
97 H 0.388
98 H 0.337
99 H 0.358


(2)
This record from the OMol25 dataset describes a molecular structure, C35H57Ge2N9NaO3Si3. The level of theory is wB97M-V/def2-TZVPD.

Gap between HOMO and LUMO (alpha / beta): 5.22 / 4.43 eV
Multiplicity: 2
HOMO level (alpha / beta): -1.52 / -0.73 eV
Net charge: -2
Relative energy (zero: lowest compared OMol25 entry of this formula, charge and spin): 0.0 kcal per mole

CARTESIAN COORDINATES (ANGSTROEM)
Na (-1.417, 0.121, 0.971)
N (-0.102, 1.664, 3.925)
N (-1.128, 2.621, 4.079)
C (-2.336, 2.300, 3.431)
N (-3.338, 3.237, 3.597)
N (-2.430, 1.191, 2.794)
N (-3.557, 0.929, 2.072)
O (-4.349, 1.900, 1.700)
O (-3.572, -0.231, 1.489)
H (0.658, 1.918, 4.539)
H (0.239, 1.618, 2.968)
H (-0.845, 3.556, 3.791)
H (-3.013, 4.185, 3.710)
H (-4.038, 3.081, 2.858)
N (-2.221, -3.894, 2.976)
N (-1.424, -2.699, 2.921)
H (-2.771, -3.995, 2.126)
H (-2.881, -3.763, 3.731)
H (-1.917, -1.982, 2.395)
H (-0.584, -2.910, 2.395)
N (0.444, 4.716, -4.006)
C (0.155, 5.261, -2.787)
O (0.099, 6.463, -2.602)
C (-0.104, 4.255, -1.709)
C (-1.091, 4.509, -0.770)
C (-1.419, 3.509, 0.134)
N (-0.810, 2.325, 0.152)
C (0.169, 2.101, -0.722)
C (0.558, 3.040, -1.666)
H (0.456, 5.360, -4.779)
H (0.165, 3.764, -4.199)
H (-1.619, 5.453, -0.785)
H (-2.238, 3.625, 0.837)
H (0.638, 1.120, -0.666)
H (1.355, 2.801, -2.358)
C (1.425, -1.012, -2.918)
Si (-0.127, -2.103, -2.973)
C (0.354, -3.673, -2.026)
C (-0.273, -2.641, -4.793)
Ge (-1.911, -0.984, -1.871)
Si (-3.731, -2.489, -2.082)
C (-3.692, -3.712, -0.636)
C (-3.945, -3.583, -3.622)
C (-5.352, -1.538, -1.882)
Si (-2.510, 0.527, -3.629)
C (-3.500, 1.984, -2.936)
C (-3.537, -0.089, -5.111)
C (-1.026, 1.348, -4.512)
H (2.303, -1.535, -3.314)
H (1.632, -0.739, -1.878)
H (1.287, -0.093, -3.496)
H (1.287, -4.103, -2.406)
H (-0.427, -4.436, -2.097)
H (0.488, -3.428, -0.968)
H (0.654, -3.124, -5.129)
H (-0.459, -1.779, -5.441)
H (-1.097, -3.344, -4.937)
H (-2.798, -4.342, -0.667)
H (-4.575, -4.361, -0.635)
H (-3.678, -3.146, 0.301)
H (-3.061, -4.205, -3.787)
H (-4.106, -2.985, -4.523)
H (-4.808, -4.247, -3.491)
H (-5.309, -0.941, -0.966)
H (-6.213, -2.213, -1.824)
H (-5.514, -0.852, -2.718)
H (-4.370, 1.636, -2.373)
H (-3.841, 2.660, -3.730)
H (-2.885, 2.558, -2.236)
H (-4.533, -0.408, -4.794)
H (-3.055, -0.940, -5.600)
H (-3.658, 0.713, -5.849)
H (-0.287, 1.702, -3.790)
H (-1.381, 2.199, -5.110)
H (-0.527, 0.643, -5.181)
C (0.964, -0.729, 1.188)
Ge (2.681, -0.510, 2.049)
C (2.882, -1.564, 3.709)
C (4.104, -2.046, 4.180)
C (4.182, -2.768, 5.366)
C (3.030, -3.021, 6.100)
C (1.805, -2.553, 5.643)
C (1.731, -1.830, 4.458)
C (4.249, -0.931, 0.914)
C (4.095, -1.845, -0.131)
C (5.160, -2.174, -0.961)
C (6.404, -1.591, -0.760)
C (6.576, -0.675, 0.271)
C (5.505, -0.351, 1.097)
C (3.005, 1.359, 2.651)
C (3.313, 1.687, 3.973)
C (3.402, 3.014, 4.386)
C (3.179, 4.043, 3.481)
C (2.885, 3.738, 2.156)
C (2.806, 2.411, 1.752)
H (5.010, -1.863, 3.609)
H (5.140, -3.139, 5.714)
H (3.086, -3.589, 7.022)
H (0.898, -2.757, 6.200)
H (0.765, -1.480, 4.107)
H (3.120, -2.291, -0.303)
H (5.013, -2.879, -1.771)
H (7.235, -1.841, -1.410)
H (7.542, -0.209, 0.427)
H (5.647, 0.378, 1.889)
H (3.470, 0.892, 4.695)
H (3.634, 3.243, 5.420)
H (3.234, 5.076, 3.803)
H (2.705, 4.533, 1.441)
H (2.564, 2.187, 0.719)

Atom charges from the Mulliken analysis, given in e for atoms 1 to 99:
1 Na 0.399
2 N -0.056
3 N -0.444
4 C 0.194
5 N -0.551
6 N -0.200
7 N 0.579
8 O -0.886
9 O -0.761
10 H 0.362
11 H -0.135
12 H 0.268
13 H 0.235
14 H 0.320
15 N -0.702
16 N -0.070
17 H 0.320
18 H 0.236
19 H 0.146
20 H 0.206
21 N -0.320
22 C -0.158
23 O -0.670
24 C 0.899
25 C -1.071
26 C -0.543
27 N 0.937
28 C -0.547
29 C -1.006
30 H 0.251
31 H 0.229
32 H 0.483
33 H 0.216
34 H 0.425
35 H 0.693
36 C -0.302
37 Si -0.032
38 C -0.980
39 C -0.975
40 Ge 0.845
41 Si 0.378
42 C -0.940
43 C -1.141
44 C -1.099
45 Si -0.191
46 C -0.908
47 C -1.104
48 C -0.216
49 H 0.439
50 H -0.392
51 H 0.243
52 H 0.329
53 H 0.254
54 H 0.154
55 H 0.309
56 H 0.228
57 H 0.215
58 H 0.337
59 H 0.420
60 H -0.144
61 H 0.228
62 H 0.259
63 H 0.341
64 H 0.260
65 H 0.367
66 H 0.216
67 H 0.313
68 H 0.354
69 H 0.051
70 H 0.267
71 H 0.247
72 H 0.334
73 H -0.637
74 H 0.416
75 H 0.312
76 C -0.512
77 Ge 2.119
78 C -0.350
79 C -0.185
80 C -0.609
81 C -0.357
82 C -0.669
83 C -0.472
84 C -0.326
85 C -0.377
86 C -0.586
87 C -0.366
88 C -0.612
89 C -0.196
90 C -0.391
91 C -0.320
92 C -0.505
93 C -0.507
94 C -0.566
95 C 0.006
96 H 0.303
97 H 0.380
98 H 0.331
99 H 0.399